Entry one
# CH6N2S

2 unconnected molecules or ions with the total composition CH6N2S (ωB97M-V/def2-TZVPD, the OMol25 dataset).

CARTESIAN COORDINATES (ANGSTROEM)
C -0.44671 2.28451 -0.63221
N -1.41414 1.44735 -0.79327
S -1.42206 -0.24180 -0.81564
H -0.61139 3.33636 -0.38649
H 0.52179 1.87396 -0.78293
H -2.40021 1.87574 -0.94276
N 1.36998 -2.88394 1.27032
H 0.59436 -2.55752 0.82334
H 1.61953 -2.02078 1.63136
H 2.18887 -3.11388 0.62829

Summary:
LUMO level in eV: -0.2
Kohn-Sham gap in hartree: 0.2985
SMILES: C=[NH+][S-].N

And the Mulliken charges, in e, turn out to be:
1. C -0.252
2. N -0.213
3. S -0.324
4. H 0.246
5. H 0.258
6. H 0.285
7. N -0.688
8. H 0.252
9. H 0.210
10. H 0.227

Entry two
# CH6N2S

CH6N2S in the gas phase (ωB97M-V/def2-TZVPD, the OMol25 dataset).

CARTESIAN COORDINATES (ANGSTROEM)
N -0.31909 -0.29611 -1.58186
N -0.01428 0.31266 -0.18158
C 0.93403 -0.49237 0.42215
S 1.37258 0.33057 1.98359
H -0.41012 0.46442 -2.24121
H -1.27599 -0.53206 -1.56275
H 0.34705 1.19235 -0.38328
H 0.59025 -1.55294 0.51473
H 1.92212 -0.58380 -0.18955
H 0.39713 1.31417 1.73567

Summary:
LUMO level in eV: 1.0
Kohn-Sham gap in hartree: 0.3682
SMILES: NNCS

And the Mulliken charges, in e, turn out to be:
1. N -0.592
2. N -0.359
3. C -0.212
4. S -0.267
5. H 0.234
6. H 0.239
7. H 0.223
8. H 0.328
9. H 0.269
10. H 0.137

Entry three
# CH6N2S

2 unconnected molecules or ions with the total composition CH6N2S (ωB97M-V/def2-TZVPD, the OMol25 dataset).

CARTESIAN COORDINATES (ANGSTROEM)
H -1.39866 -1.88571 -0.47624
N -1.01561 -0.95366 -0.54702
C -1.97337 -0.05595 -0.74344
N -1.62294 1.29718 -0.72908
H -3.07935 -0.23884 -0.60675
H -2.20763 1.99952 -0.36338
H -0.61488 1.44548 -0.43219
S 2.05315 -0.26900 0.90801
H 1.58418 0.22450 -0.17135
H 3.17602 0.69010 0.91504

Summary:
LUMO level in eV: 1.0
Kohn-Sham gap in hartree: 0.3812
SMILES: [H]/N=C/N.S

And the Mulliken charges, in e, turn out to be:
1. H 0.193
2. N -0.530
3. C 0.109
4. N -0.430
5. H 0.247
6. H 0.249
7. H 0.195
8. S -0.268
9. H 0.085
10. H 0.151

Entry four
# CH6N2S

CH6N2S in the gas phase (ωB97M-V/def2-TZVPD, the OMol25 dataset).

CARTESIAN COORDINATES (ANGSTROEM)
C 0.69020 -1.11903 -0.22201
N -0.50465 -0.04340 1.48905
N -0.15000 1.33171 -0.88852
S -0.79101 -0.10180 -0.01735
H 1.33339 -0.68001 0.40856
H 0.94983 -1.17066 -1.30138
H 0.55415 -2.14533 0.07197
H -1.23690 0.12725 2.15174
H -0.85572 1.65803 -1.45401
H 0.01071 2.14323 -0.23806

Summary:
LUMO level in eV: 0.8
Kohn-Sham gap in hartree: 0.3510

And the Mulliken charges, in e, turn out to be:
1. C -0.838
2. N -0.624
3. N -0.591
4. S 0.306
5. H 0.352
6. H 0.311
7. H 0.341
8. H 0.213
9. H 0.246
10. H 0.284

Most stable: entry three (next structure +104.9 kJ/mol)

Entry one
# C2H5N3

C2H5N3 in the gas phase (ωB97M-V/def2-TZVPD, the OMol25 dataset).

CARTESIAN COORDINATES (ANGSTROEM)
H -0.96351 -1.35969 -0.11507
N -1.79014 -0.76068 0.03419
C -1.38169 0.43748 -0.14066
N -0.05311 0.85480 0.11210
C 0.96991 -0.10387 0.08027
N 2.28737 0.00296 -0.08193
H 2.72675 -1.05949 -0.22046
H -2.20478 1.17035 -0.19539
H -0.13608 1.88089 0.11410
H 0.54529 -1.06274 0.41284

Summary:
LUMO level in eV: 0.7
Kohn-Sham gap in hartree: 0.3750
SMILES: [H]/N=C\N/C=N/[H]

And the Mulliken charges, in e, turn out to be:
1. H 0.235
2. N -0.575
3. C 0.075
4. N -0.171
5. C 0.002
6. N -0.608
7. H 0.268
8. H 0.313
9. H 0.243
10. H 0.218

Entry two
# C2H5N3

C2H5N3 in the gas phase (ωB97M-V/def2-TZVPD, the OMol25 dataset).

CARTESIAN COORDINATES (ANGSTROEM)
H -0.41714 1.97424 0.73691
N -1.43089 1.68578 0.67535
C -1.50418 0.57003 0.14549
N -0.48543 -0.28815 -0.28610
N 0.83883 0.11413 -0.09264
C 1.77791 -0.72074 -0.28775
H -2.55661 0.17621 0.12472
H -0.69138 -1.35487 -0.39288
H 2.77703 -0.37702 -0.05953
H 1.69186 -1.77962 -0.56358

Summary:
LUMO level in eV: 0.9
Kohn-Sham gap in hartree: 0.3701
SMILES: [H]/N=C\NN=C

And the Mulliken charges, in e, turn out to be:
1. H 0.299
2. N -0.535
3. C -0.057
4. N -0.020
5. N -0.433
6. C -0.287
7. H 0.294
8. H 0.289
9. H 0.239
10. H 0.212

Entry three
# C2H5N3

C2H5N3 in the gas phase (ωB97M-V/def2-TZVPD, the OMol25 dataset).

CARTESIAN COORDINATES (ANGSTROEM)
C -1.83925 -0.26575 0.02219
N -0.73593 -0.88283 -0.14567
N 0.41669 -0.53936 0.48435
C 1.17169 0.63370 0.27489
N 1.78408 -0.58502 -0.34674
H -2.78367 -0.71048 -0.35774
H -2.04459 0.54420 0.57557
H 1.71082 0.89731 1.06821
H 0.79525 1.52817 -0.19166
H 1.52492 -0.61994 -1.38340

Summary:
LUMO level in eV: 1.0
Kohn-Sham gap in hartree: 0.3820
SMILES: C=NN1CN1

And the Mulliken charges, in e, turn out to be:
1. C -0.278
2. N -0.393
3. N -0.063
4. C -0.117
5. N -0.508
6. H 0.238
7. H 0.330
8. H 0.208
9. H 0.319
10. H 0.263

Entry four
# C2H5N3

A molecular structure, C2H5N3 (ωB97M-V/def2-TZVPD, the OMol25 dataset).

CARTESIAN COORDINATES (ANGSTROEM)
C -0.24504 1.39964 -0.09893
C 0.06797 -1.01571 0.11399
H 1.09213 1.07070 -1.52326
H -0.50908 2.24117 0.46615
H -1.06557 0.22468 1.25095
H 0.60079 -1.20321 -0.96880
H -0.05743 -2.78797 0.29661
N 0.56708 1.77419 -1.06692
N -0.47806 0.14427 0.36441
N 0.02721 -1.84776 1.16580

Summary:
LUMO level in eV: 0.5
Kohn-Sham gap in hartree: 0.3622

And the Mulliken charges, in e, turn out to be:
1. C 0.118
2. C 0.001
3. H 0.189
4. H 0.345
5. H 0.296
6. H 0.178
7. H 0.280
8. N -0.611
9. N -0.207
10. N -0.589

Most stable: entry two (next structure +14.6 kJ/mol)

Entry one
# C10H16

2 unconnected molecules or ions with the total composition C10H16 (ωB97M-V/def2-TZVPD, the OMol25 dataset).

CARTESIAN COORDINATES (ANGSTROEM)
C 2.14916 -1.14566 -0.86397
C 1.57544 -0.28567 -2.03199
C 1.17259 -1.09652 0.20734
C 0.03707 -1.85573 0.01639
C 1.32073 -0.07703 1.17532
C -1.00777 -1.68730 0.90481
C 0.27155 0.12290 2.01086
C -0.92569 -0.67695 1.81993
H 2.62685 -1.97786 -1.44723
H 3.03183 -0.42152 -0.60416
H 1.32601 0.76298 -1.82702
H 0.08853 -2.67036 -0.70684
H 2.35579 0.39929 1.21838
H -1.90849 -2.31634 1.05414
H 0.29570 0.75096 2.99485
H -1.83729 -0.55444 2.51261
H 0.72990 -0.75367 -2.56836
H 2.23856 -0.24665 -3.00134
C -1.71642 1.93162 -0.74487
C -2.34071 3.30729 -1.17263
H -1.03351 1.45201 -1.48088
H -1.26609 1.95392 0.27395
H -2.53222 1.21159 -0.68038
H -1.49665 4.08295 -1.18791
H -2.96202 3.83046 -0.40905
H -2.87266 3.27497 -2.06788

Summary:
LUMO level (spin up / spin down) in eV: 3.6 / 3.6
Net charge: -1
Multiplicity: 2
Kohn-Sham gap (spin up / spin down) in hartree: 0.0986 / 0.2620

And the Mulliken charges, in e, turn out to be:
1. C -0.926
2. C -1.076
3. C 1.000
4. C -0.817
5. C -0.224
6. C -0.384
7. C -0.644
8. C -0.382
9. H 0.420
10. H 0.131
11. H 0.239
12. H 0.276
13. H 0.101
14. H 0.314
15. H 0.110
16. H 0.180
17. H 0.274
18. H 0.444
19. C -0.426
20. C -1.066
21. H 0.104
22. H 0.194
23. H 0.258
24. H 0.253
25. H 0.292
26. H 0.355

Entry two
# C10H16

2 unconnected molecules or ions with the total composition C10H16 (ωB97M-V/def2-TZVPD, the OMol25 dataset).

CARTESIAN COORDINATES (ANGSTROEM)
C -3.18255 -1.48788 1.36369
C -3.77841 -0.41493 2.27242
H -2.17565 -1.75858 1.67273
H -3.77220 -2.40495 1.46772
H -3.13311 -1.21517 0.31150
H -3.31131 0.55311 2.08703
H -4.86050 -0.35720 2.14386
H -3.60269 -0.64739 3.32313
C 0.24462 -0.01848 0.31004
C 0.56708 -1.50660 0.44494
C 1.25338 0.62834 -0.62038
C 2.33584 1.32273 -0.08734
C 1.04254 0.54977 -1.99727
C 3.26663 1.95556 -0.97753
C 2.01058 1.15786 -2.89563
C 3.08496 1.84772 -2.35585
H -0.73251 0.11593 -0.16653
H 0.21151 0.41920 1.30938
H -0.15756 -2.09958 1.02083
H 2.41743 1.38060 0.99302
H 0.26943 -0.07735 -2.42914
H 4.15917 2.40414 -0.63368
H 1.89946 1.00106 -3.95906
H 3.80515 2.27253 -3.04903
H 1.51526 -1.61403 0.97287
H 0.62346 -2.00637 -0.52173

Summary:
LUMO level (spin up / spin down) in eV: 3.4 / 3.3
Net charge: -1
Multiplicity: 2
Kohn-Sham gap (spin up / spin down) in hartree: 0.0856 / 0.2471

And the Mulliken charges, in e, turn out to be:
1. C -0.577
2. C -0.958
3. H -0.017
4. H 0.388
5. H 0.296
6. H 0.293
7. H 0.301
8. H 0.289
9. C -0.518
10. C -1.165
11. C 0.439
12. C -0.575
13. C -0.717
14. C -0.640
15. C -0.491
16. C -0.449
17. H 0.222
18. H 0.302
19. H 0.355
20. H 0.255
21. H 0.242
22. H 0.398
23. H 0.390
24. H 0.306
25. H 0.357
26. H 0.271

Entry three
# C10H16

2 unconnected molecules or ions with the total composition C10H16 (ωB97M-V/def2-TZVPD, the OMol25 dataset).

CARTESIAN COORDINATES (ANGSTROEM)
C 2.39663 -0.98351 0.49749
C 0.62366 -2.06255 -0.83694
C 1.11640 -1.78851 0.46881
C -0.77099 -2.22742 -0.91559
C -1.63021 -2.14012 0.20915
C 0.21702 -1.65247 1.53118
C -1.11475 -2.01479 1.48856
H 1.27906 -2.07857 -1.71489
H -1.10371 -2.53372 -1.82803
H 2.44852 -0.15256 -0.23402
H 3.28872 -1.64381 0.24147
H -2.69931 -2.00437 0.24054
H 0.75966 -1.40710 2.44121
H -1.97522 -1.80110 2.25186
H 2.75742 -0.64413 1.49857
C -0.55177 2.52326 -1.14632
C 0.60922 1.69799 -0.66503
C -1.59817 2.65509 0.09192
H -0.24811 3.50535 -1.45496
H -1.06319 2.12654 -2.09297
H 0.13033 0.69649 -0.46556
H 0.93166 1.95106 0.35907
H -1.78388 1.84463 0.73720
H -0.90165 3.24853 0.84651
H 1.44030 1.72712 -1.33541
H -2.55765 3.15864 -0.21381

Summary:
LUMO level (spin up / spin down) in eV: 3.7 / 3.7
Net charge: -1
Multiplicity: 2
Kohn-Sham gap (spin up / spin down) in hartree: 0.1062 / 0.2639

And the Mulliken charges, in e, turn out to be:
1. C -1.233
2. C -0.638
3. C 0.746
4. C -0.536
5. C -0.330
6. C -0.401
7. C -0.788
8. H 0.334
9. H 0.454
10. H 0.123
11. H 0.351
12. H 0.274
13. H 0.249
14. H 0.110
15. H 0.384
16. C -0.411
17. C -0.784
18. C -1.022
19. H 0.328
20. H 0.302
21. H -0.018
22. H 0.261
23. H 0.359
24. H 0.224
25. H 0.395
26. H 0.266

Most stable: entry two (next structure +156.1 kJ/mol)

Entry one
# C3H6N2OS

C3H6N2OS in the gas phase (ωB97M-V/def2-TZVPD, the OMol25 dataset).

CARTESIAN COORDINATES (ANGSTROEM)
C -0.96772 0.78703 -1.99170
N -0.46959 0.25655 -0.77172
N 0.56362 0.87783 -0.23397
C 1.12718 0.36892 0.87694
C 0.80920 -0.81978 1.63266
O -0.27550 -1.64698 1.35754
S 1.81769 -1.21177 2.94923
H -0.17508 1.41872 -2.46237
H -1.83211 1.39313 -1.77005
H -1.32880 0.13052 -2.72554
H -1.02362 -0.37201 -0.19598
H 1.99419 1.04961 1.20966
H -0.23944 -2.23178 2.12530

Summary:
LUMO level in eV: -0.7
Kohn-Sham gap in hartree: 0.2823
SMILES: CN/N=C\C(O)=S

And the Mulliken charges, in e, turn out to be:
1. C -0.772
2. N 0.119
3. N -0.443
4. C -0.408
5. C 0.566
6. O -0.493
7. S -0.313
8. H 0.280
9. H 0.298
10. H 0.307
11. H 0.208
12. H 0.326
13. H 0.324

Entry two
# C3H6N2OS

C3H6N2OS in the gas phase (ωB97M-V/def2-TZVPD, the OMol25 dataset).

CARTESIAN COORDINATES (ANGSTROEM)
C -1.56156 -0.53108 0.46088
S -0.65346 -2.02178 -0.21886
C 0.87663 -1.36745 0.16302
N 1.50722 -0.23203 0.36542
N 0.40690 0.90030 0.40388
C 0.62223 1.34542 -0.94490
O 0.71147 2.47938 -1.43601
H -1.37332 0.32145 -0.25679
H -2.56271 -0.72191 0.58597
H -0.90899 -0.02931 1.27306
H 1.80309 -2.11304 0.03792
H 0.54389 1.66465 1.23503
H 0.58863 0.30539 -1.66862

Summary:
LUMO level in eV: 0.4
Kohn-Sham gap in hartree: 0.3667
SMILES: CS/C=N\NC=O

And the Mulliken charges, in e, turn out to be:
1. C -0.684
2. S 0.000
3. C 0.035
4. N -0.449
5. N -0.342
6. C 0.270
7. O -0.520
8. H 0.206
9. H 0.466
10. H 0.259
11. H 0.285
12. H 0.289
13. H 0.184

Most stable: entry one (next structure +232.2 kJ/mol)

Entry one
# C3H6N2OS

C3H6N2OS in the gas phase (ωB97M-V/def2-TZVPD, the OMol25 dataset).

CARTESIAN COORDINATES (ANGSTROEM)
N -0.21334 1.25860 -0.99277
C -0.38789 0.64624 0.41868
C 1.03236 0.41809 0.85897
S 1.68605 -0.80341 -0.32725
N 0.04478 -1.57782 -0.09948
C -0.98629 -0.70668 0.22631
O -2.12806 -0.96590 -0.05509
H -1.09899 0.96773 -1.72926
H 0.61591 0.50219 -1.28203
H -1.05498 1.26942 1.09731
H 1.04132 -0.01852 1.95082
H 1.46844 1.40178 0.61187
H -0.01930 -2.39173 -0.67806

Summary:
LUMO level in eV: 0.1
Kohn-Sham gap in hartree: 0.3331
SMILES: N[C@@H]1CSNC1=O

And the Mulliken charges, in e, turn out to be:
1. N -0.673
2. C 0.002
3. C -0.765
4. S -0.131
5. N -0.282
6. C 0.410
7. O -0.575
8. H 0.297
9. H 0.336
10. H 0.331
11. H 0.322
12. H 0.449
13. H 0.279

Entry two
# C3H6N2OS

C3H6N2OS in the gas phase (ωB97M-V/def2-TZVPD, the OMol25 dataset).

CARTESIAN COORDINATES (ANGSTROEM)
N -1.50771 1.57010 -0.30138
N -0.59766 0.63532 0.10933
C 0.90853 0.77913 0.20636
C 0.90319 -0.73074 0.35494
O 1.56168 -1.52199 -0.59496
C -0.62074 -0.71234 0.12375
S -1.79827 -1.82274 0.03228
H -1.57215 1.54951 -1.33864
H -2.40156 1.25910 0.03877
H 1.27266 1.26639 1.10907
H 1.29860 1.18160 -0.70525
H 1.18789 -1.00755 1.45842
H 1.36555 -2.44579 -0.49267

Summary:
LUMO level in eV: 0.6
Kohn-Sham gap in hartree: 0.3369
SMILES: NN1C[C@H](O)C1=S

And the Mulliken charges, in e, turn out to be:
1. N -0.816
2. N 0.365
3. C -0.493
4. C 0.154
5. O -0.520
6. C 0.092
7. S -0.370
8. H 0.257
9. H 0.260
10. H 0.246
11. H 0.281
12. H 0.201
13. H 0.342

Most stable: entry two (next structure +8.5 kJ/mol)

Entry one
# C3H6N2OS

C3H6N2OS in the gas phase (ωB97M-V/def2-TZVPD, the OMol25 dataset).

CARTESIAN COORDINATES (ANGSTROEM)
C 2.82645 0.79426 -0.06312
N 2.70213 -0.45118 0.05930
S 1.24166 -1.33559 -0.10895
C -0.08868 0.01097 -0.05519
O 0.00599 1.22421 0.06489
C -1.37495 -0.77943 0.22491
N -2.57148 0.00163 -0.11963
H 3.76902 1.16097 0.35011
H 1.87497 1.40069 -0.47880
H -1.55731 -1.21831 1.29671
H -1.53147 -1.72875 -0.29236
H -2.52642 0.83290 0.30188
H -2.76993 0.08763 -1.17975

Summary:
LUMO level in eV: 0.4
Kohn-Sham gap in hartree: 0.3406
SMILES: C=NSC(=O)CN

And the Mulliken charges, in e, turn out to be:
1. C -0.193
2. N -0.366
3. S 0.064
4. C 0.577
5. O -0.540
6. C -0.636
7. N -0.576
8. H 0.306
9. H 0.213
10. H 0.301
11. H 0.391
12. H 0.219
13. H 0.240

Entry two
# C3H6N2OS

C3H6N2OS in the gas phase (ωB97M-V/def2-TZVPD, the OMol25 dataset).

CARTESIAN COORDINATES (ANGSTROEM)
C 1.65068 -0.50356 0.18395
C 0.34110 0.20662 -0.22220
O 0.55518 1.56485 -0.55870
N -0.55717 0.12604 0.88014
S -2.35932 0.86544 0.23299
C -2.91633 -0.66270 -0.13402
N -3.26773 -1.72327 -0.39794
H 2.46923 0.21323 0.16558
H 1.86776 -1.32007 -0.49514
H 1.55632 -0.90254 1.18978
H -0.12302 -0.32151 -1.06885
H 1.10139 1.62559 -1.34834
H -0.31808 0.83188 1.57275

Summary:
LUMO level in eV: -0.7
Kohn-Sham gap in hartree: 0.3378
SMILES: C[C@H](O)NSC#N

And the Mulliken charges, in e, turn out to be:
1. C -1.144
2. C 0.532
3. O -0.559
4. N -0.653
5. S -0.076
6. C 0.414
7. N -0.372
8. H 0.324
9. H 0.286
10. H 0.340
11. H 0.272
12. H 0.303
13. H 0.335

Entry three
# C3H6N2OS

C3H6N2OS in the gas phase (ωB97M-V/def2-TZVPD, the OMol25 dataset).

CARTESIAN COORDINATES (ANGSTROEM)
C 0.07183 0.91843 2.37373
N 0.07003 0.08870 1.22578
C -1.07229 -0.41700 0.66625
N -1.22496 -0.78526 -0.51735
S -0.10777 -0.54259 -1.75190
C 0.94037 0.69634 -0.91365
O 1.20737 0.08546 0.38169
H -0.29779 2.00332 2.12356
H -0.58498 0.65437 3.18479
H 1.12539 0.87444 2.77064
H -1.82816 -0.25587 1.38477
H 1.80435 0.83977 -1.45532
H 0.29167 1.57105 -0.74853

Summary:
LUMO level in eV: 0.8
Kohn-Sham gap in hartree: 0.3213
SMILES: CN1C=NSCO1

And the Mulliken charges, in e, turn out to be:
1. C -0.846
2. N 0.088
3. C 0.100
4. N -0.497
5. S -0.007
6. C -0.356
7. O -0.343
8. H 0.274
9. H 0.357
10. H 0.271
11. H 0.381
12. H 0.329
13. H 0.249

Most stable: entry two (next structure +64.2 kJ/mol)